The following is a quantum chemistry calculation of an isolated ion of composition C3H5O2S and charge -1 at a distorted geometry, from OMol25.

Values from the calculation:
* net charge: -1
* orbital gap: 0.267 Ha
* ΔE to the lowest compared entry with this formula, charge and spin: 214.75 kJ/mol
* HOMO energy: -3.12 eV

Last column: Mulliken charge in e.
Element x y z (Å)
C (1.21489, 0.91544, -0.55495)  -0.769
C (0.23818, 0.19288, -0.07948)  0.314
C (0.03924, -0.38591, 1.28221)  -1.080
O (-2.25804, 0.52881, -1.21642)  -0.642
O (-1.33915, -1.78854, -1.02937)  -0.662
S (-1.07108, -0.37942, -1.47198)  0.392
H (1.21908, 1.33181, -1.60146)  0.200
H (1.91748, 1.38235, 0.05658)  0.334
H (1.01645, -0.43510, 1.73500)  0.333
H (-0.17483, -1.31099, 0.92685)  0.353
H (-0.80223, -0.05134, 1.95303)  0.226

=====

The following is a quantum chemistry calculation of C37H37N5O5SV as an isolated structure, from OMol25.

Values from the calculation:
* multiplicity: 4
* net charge: 0
* orbital gap (spin up / spin down): 0.237 / 0.288 Ha
* ΔE to the lowest compared entry with this formula, charge and spin: 21.95 kJ/mol
* HOMO energy (spin up / spin down): -6.07 / -7.58 eV
* expectation value of S²: 3.764

Last column: Mulliken charge in e.
Element x y z (Å)
V (-0.33686, 0.21048, -0.21500)  -0.509
C (3.44329, -3.01019, 2.51094)  -1.068
O (3.69540, -1.82449, 1.76850)  0.010
C (4.76049, -1.06449, 2.11076)  1.054
C (5.74999, -1.45941, 3.00584)  -0.866
C (6.85481, -0.64471, 3.22579)  -0.777
C (6.98400, 0.56219, 2.55833)  -0.726
C (5.97572, 0.97106, 1.69419)  -0.547
C (4.85736, 0.18441, 1.48126)  0.073
N (3.85895, 0.60569, 0.56986)  0.249
C (2.51224, 0.64799, 0.81167)  0.195
N (2.13984, 0.55541, 2.08975)  0.111
C (0.84219, 0.31881, 2.65651)  0.378
C (-0.31243, 0.15527, 1.88677)  0.183
C (-1.47976, -0.01619, 2.66643)  0.040
C (-1.49369, -0.05944, 4.05251)  -1.279
C (-0.30177, 0.06177, 4.76290)  -0.343
C (0.86195, 0.25814, 4.05093)  0.399
O (2.09690, 0.34613, 4.68638)  -0.490
C (2.22534, 1.47792, 5.54522)  -0.938
N (1.65249, 0.83511, -0.16997)  0.138
C (2.20143, 0.85195, -1.49645)  -0.206
C (2.20563, 2.05758, -2.19094)  -0.789
C (2.72330, 2.15961, -3.47127)  -0.855
C (3.26935, 1.02909, -4.07075)  -0.557
C (3.27330, -0.17853, -3.39205)  -0.601
C (2.73204, -0.28011, -2.11445)  1.010
O (2.80622, -1.50381, -1.51009)  -0.458
C (1.63013, -2.03671, -0.90690)  -0.277
H (2.51105, -3.40918, 2.12283)  0.242
H (3.32501, -2.78108, 3.57161)  0.397
H (4.24145, -3.74058, 2.36933)  0.362
H (5.67436, -2.41311, 3.50583)  0.429
H (7.62017, -0.96920, 3.91867)  0.403
H (7.84816, 1.19260, 2.71521)  0.392
H (6.04291, 1.92339, 1.18115)  0.443
H (4.15888, 1.02196, -0.29910)  0.338
H (2.88367, 0.52663, 2.77240)  0.384
H (-2.43870, -0.12175, 2.16299)  0.156
H (-2.42529, -0.20196, 4.58801)  0.420
H (-0.27377, -0.00124, 5.84339)  0.468
H (3.20872, 1.42398, 6.00583)  0.269
H (1.46133, 1.46617, 6.32245)  0.354
H (2.13518, 2.40357, 4.97177)  0.309
H (1.79643, 2.92110, -1.67814)  0.567
H (2.70842, 3.10752, -3.99258)  0.417
H (3.68222, 1.08282, -5.06980)  0.383
H (3.68298, -1.07546, -3.83851)  0.462
H (1.72022, -3.12049, -0.94539)  0.415
H (0.74230, -1.76825, -1.49164)  0.144
H (1.53296, -1.73343, 0.13811)  -0.098
C (-3.98765, -1.97558, -0.45311)  -1.613
C (-3.09365, -0.77460, -0.42973)  1.402
O (-1.86960, -0.99514, -0.41774)  -0.496
C (-3.64170, 0.57345, -0.40324)  1.034
C (-5.04896, 0.71995, -0.39725)  -1.548
C (-5.66806, 1.93888, -0.44038)  -0.863
C (-4.86321, 3.09920, -0.49603)  -0.577
C (-3.49925, 3.00809, -0.48969)  -0.274
C (-2.82990, 1.75007, -0.42532)  0.324
O (-1.54170, 1.75358, -0.43502)  -0.419
H (-3.36596, -2.86442, -0.50971)  0.310
H (-4.66363, -1.94996, -1.31332)  0.063
H (-4.59679, -2.02499, 0.45227)  0.408
H (-5.66232, -0.17218, -0.37787)  0.514
H (-6.74678, 2.01101, -0.42872)  0.433
H (-5.33019, 4.07705, -0.53245)  0.419
H (-2.87185, 3.89085, -0.49986)  0.537
N (-1.70759, 2.36684, -3.08807)  -0.442
C (-1.98077, 1.04346, -3.23154)  0.332
S (-0.73751, -0.08879, -3.32324)  -0.383
N (-3.29655, 0.76653, -3.33072)  -0.041
C (-3.96200, -0.47523, -3.41999)  0.311
C (-3.35338, -1.66441, -3.79041)  -0.471
C (-4.11771, -2.82673, -3.83730)  -0.697
C (-5.46915, -2.82249, -3.52505)  -0.517
C (-6.06965, -1.61988, -3.16529)  -0.775
C (-5.32202, -0.45760, -3.11594)  -0.388
H (-0.75449, 2.55225, -2.80265)  0.303
H (-2.40252, 2.96201, -2.66165)  0.343
H (-3.91871, 1.53651, -3.12963)  0.310
H (-2.29926, -1.68464, -4.03369)  0.494
H (-3.63249, -3.75074, -4.12537)  0.398
H (-6.04684, -3.73610, -3.56267)  0.384
H (-7.12281, -1.58362, -2.91738)  0.382
H (-5.79186, 0.47278, -2.81332)  0.593

=====

The following is a quantum chemistry calculation of a 14-piece molecular cluster, C3H37N3O13 overall at a distorted geometry, from OMol25.

Values from the calculation:
* net charge: 0
* orbital gap: 0.364 Ha
* ΔE to the lowest compared entry with this formula, charge and spin: 0.00 kJ/mol
* HOMO energy: -10.07 eV

Last column: Mulliken charge in e.
Element x y z (Å)
C (-0.69214, 1.59629, 2.16279)  -0.325
N (-1.29005, 0.88884, 0.99909)  0.095
C (-1.61923, -0.50311, 1.25633)  -0.719
N (-0.47419, -1.38826, 0.95046)  -0.256
C (0.40349, 2.57144, 1.76351)  -0.689
N (1.67005, 1.88109, 1.47390)  -0.416
H (-0.30856, 0.88358, 2.90998)  0.047
H (-1.50514, 2.11549, 2.66207)  0.445
H (-0.65702, 0.95879, 0.21052)  -0.084
H (-2.49814, -0.79260, 0.66822)  0.333
H (-1.89680, -0.67645, 2.32438)  0.406
H (-0.77138, -2.36609, 0.91081)  0.397
H (-0.18920, -1.13342, 0.01177)  -0.253
H (0.06734, 3.19237, 0.91149)  0.245
H (0.53179, 3.25780, 2.62579)  0.507
H (2.45937, 2.51566, 1.52622)  0.262
H (1.67971, 1.51782, 0.52903)  -0.029
H (0.95287, -0.52944, 4.21831)  0.419
H (0.32092, -1.61392, 5.11208)  0.365
O (0.40394, -0.66026, 5.00547)  -0.684
H (-1.83305, -1.09315, -1.95975)  0.485
H (-2.98593, -1.71651, -2.84012)  0.296
O (-2.69795, -1.57760, -1.92506)  -0.677
H (-0.99091, 2.64014, -1.98226)  0.341
H (-2.41961, 2.10467, -1.68072)  0.416
O (-1.68330, 2.06671, -2.35703)  -0.743
H (0.89788, -0.78084, 2.10547)  0.670
H (1.96537, 0.31538, 2.55918)  0.368
O (1.74210, -0.64569, 2.59005)  -1.030
H (0.33746, -2.82510, 2.91392)  0.318
H (1.71373, -2.49384, 3.44969)  0.369
O (0.91242, -3.02081, 3.66153)  -0.738
H (0.98269, -2.79064, -3.66900)  0.262
H (0.00197, -1.77607, -2.99296)  0.362
O (0.20554, -2.72077, -3.10922)  -0.628
H (0.55093, 0.05479, -1.89329)  0.394
H (-0.86279, 0.68869, -2.29080)  0.384
O (-0.32436, -0.17975, -2.32359)  -0.801
H (-2.86346, 1.73148, 0.22110)  0.473
H (-3.91621, 0.94753, -0.61692)  0.328
O (-3.56128, 1.83723, -0.46994)  -0.846
H (2.75460, -1.12571, 1.29875)  0.453
H (3.06767, -2.27604, 0.29210)  0.326
O (3.24638, -1.34944, 0.45674)  -0.768
H (1.29026, 2.71679, -2.82509)  0.399
H (1.61528, 1.96819, -1.52906)  0.256
O (1.11707, 2.74922, -1.84262)  -0.635
H (2.91463, 0.14862, -2.05587)  0.245
H (2.53178, -0.38300, -0.63501)  0.270
O (2.24791, 0.26066, -1.36396)  -0.577
H (-2.14190, -3.18667, -1.25171)  0.372
H (-0.88442, -3.96917, -1.58743)  0.306
O (-1.60426, -3.94488, -0.92720)  -0.690
H (0.75853, 1.19951, -4.35180)  0.334
H (0.27256, 2.60730, -4.76465)  0.344
O (1.05508, 2.10309, -4.53571)  -0.705

=====

The following is a quantum chemistry calculation of C7H14NO as an isolated structure at a distorted geometry, from OMol25.

Values from the calculation:
* net charge: +1
* orbital gap: 0.374 Ha
* ΔE to the lowest compared entry with this formula, charge and spin: 473.18 kJ/mol
* HOMO energy: -14.35 eV

Last column: Mulliken charge in e.
Element x y z (Å)
C (-1.11300, 0.23406, -1.18470)  -1.005
C (-1.76053, 0.25516, -3.08037)  -0.724
C (1.27108, -1.60468, 1.19941)  -0.738
C (2.65150, -1.46104, 0.72050)  0.065
C (0.02726, -0.00013, -0.08898)  0.801
C (-0.71330, 1.58003, 1.62228)  -1.273
C (0.50708, 1.07771, 0.76908)  -0.825
N (0.30349, -1.24233, 0.20743)  -0.006
O (2.91796, -0.82790, -0.28123)  -0.416
H (-1.93964, -0.36244, -0.62816)  0.380
H (-1.48019, 1.34372, -0.93889)  0.250
H (-1.34541, 1.16670, -3.42086)  0.318
H (1.15344, -2.71453, 1.36832)  0.395
H (0.91706, -0.92760, 2.09432)  0.345
H (3.36275, -1.95591, 1.31338)  0.439
H (-1.17285, -0.57241, -3.47371)  0.317
H (-0.47163, 2.34752, 2.26455)  0.470
H (-0.89453, 0.86906, 2.39069)  0.357
H (-1.54079, 1.93460, 1.19380)  0.460
H (1.39787, 0.82328, 1.33702)  0.460
H (0.77271, 1.76342, -0.00571)  0.313
H (-2.80770, 0.23957, -3.05533)  0.345
H (-0.04262, -1.96587, -0.32283)  0.274